Formula: C6H6O2
Source: OMol25
Level of theory: the ωB97M-V functional and the def2-TZVPD basis

Structure (XYZ):
```
14
Properties=species:S:1:pos:R:3:forces:R:3:mulliken_charge:R:1
O -0.60445 1.67205 2.59393 0.1 0.1 0.8 -0.453
O -0.53487 0.45115 -1.54879 -0.8 -0.1 -0.7 -0.432
C 0.61413 -1.15099 -0.95354 0.7 -1.0 0.5 -0.568
C 0.62177 0.33678 -0.71364 3.2 4.1 -1.5 0.110
C -0.88607 -0.78999 -0.86705 -2.2 -2.0 -1.9 -0.004
C -0.02221 0.62637 0.60249 -1.8 -2.8 1.4 0.265
C -1.03499 -0.32548 0.56132 2.4 2.2 -0.4 -0.635
C 0.25477 1.44632 1.79070 1.6 0.7 -1.5 -0.263
H 0.86025 -1.37698 -2.01722 0.2 -0.1 1.0 0.269
H 1.51144 1.05580 -1.03039 -1.7 -1.6 0.5 0.371
H -1.69291 -1.41629 -1.47496 1.6 1.3 1.7 0.364
H 1.09218 -1.76912 -0.14822 -0.5 0.2 -1.0 0.286
H 1.30946 1.95223 1.78139 -1.4 -0.7 0.5 0.224
H -1.48851 -0.71184 1.42397 -1.2 -0.4 0.6 0.465
```
Forces are in eV/Å.

Results
HOMO level: -9.475 eV
Calculated total energy: -382.56706 a.u.
Charge: 0
Spin multiplicity: 1